1.
Molecular formula: C30H19CoF3N4O10Sb
Method: DFT, wB97M-V/def2-TZVPD

```
68
Properties=species:S:1:pos:R:3:mulliken_charge:R:1
Co -1.067 2.667 1.480 -0.357
O 1.248 6.788 -4.333 -0.616
N 1.234 6.935 -3.130 1.060
O 1.507 7.958 -2.538 -0.618
C 0.873 5.763 -2.318 -0.692
C 0.559 4.567 -2.950 -0.561
C 0.235 3.475 -2.194 -0.235
C 0.154 3.507 -0.769 0.779
O -0.181 2.456 -0.106 -0.019
C 0.484 4.769 -0.199 0.256
C 0.850 5.875 -0.958 -0.389
N 0.504 4.973 1.225 0.989
O 1.107 5.902 1.679 -0.573
O -0.122 4.204 1.996 -0.585
N -0.065 2.241 -2.933 0.965
O -0.538 2.384 -4.042 -0.584
O 0.205 1.179 -2.420 -0.512
H 0.562 4.495 -4.028 0.655
H 1.102 6.811 -0.483 0.634
C 1.316 0.002 4.364 -0.668
C 0.177 0.710 4.719 -0.633
C -0.465 1.501 3.771 -0.674
C 0.050 1.577 2.487 1.086
C 1.188 0.885 2.122 0.210
C 1.819 0.089 3.072 -0.423
H 1.810 -0.624 5.095 0.426
H -0.219 0.645 5.725 0.412
H -1.368 2.043 4.054 0.344
H 1.574 0.941 1.111 0.465
H 2.703 -0.470 2.793 0.468
O -3.561 1.788 -0.738 -0.572
N -2.999 2.165 0.237 1.271
O -2.382 1.367 1.064 -0.502
O -2.866 3.401 0.552 -0.674
F -1.410 -5.182 4.526 -0.355
C -1.232 -4.347 3.481 0.356
C -0.935 -4.888 2.244 -0.785
C -0.751 -4.023 1.175 0.018
C -0.863 -2.642 1.339 -0.727
C -1.167 -2.142 2.601 -0.298
C -1.354 -2.990 3.687 -0.584
Sb -0.549 -1.253 -0.260 1.133
C -1.552 -2.467 -1.726 0.144
C -2.743 -3.103 -1.378 -0.385
C -3.471 -3.829 -2.311 -0.698
C -2.992 -3.903 -3.603 0.334
F -3.690 -4.609 -4.516 -0.339
C -1.826 -3.279 -3.992 -0.654
C -1.113 -2.557 -3.044 -0.287
C 1.466 -1.887 -0.680 0.326
C 2.103 -1.470 -1.850 -0.312
C 3.429 -1.795 -2.105 -0.822
C 4.120 -2.525 -1.161 0.359
F 5.410 -2.840 -1.397 -0.348
C 3.539 -2.938 0.020 -0.735
C 2.208 -2.612 0.252 -0.215
H -0.852 -5.960 2.132 0.434
H -0.518 -4.435 0.199 0.534
H -1.261 -1.072 2.753 0.344
H -1.589 -2.613 4.674 0.486
H -3.114 -3.047 -0.361 0.427
H -4.393 -4.330 -2.049 0.429
H -1.489 -3.360 -5.017 0.453
H -0.201 -2.065 -3.357 0.182
H 1.573 -0.866 -2.577 0.188
H 3.927 -1.484 -3.014 0.457
H 4.119 -3.507 0.734 0.458
H 1.745 -2.944 1.174 0.350
```

Values from the calculation:
Molecular weight: 833.2 g/mol
LUMO level (alpha / beta): -2.5 / -2.4 eV
Energy relative to the best compared isomer or geometry (same formula, charge and spin): 142.83 kJ/mol
Kohn-Sham gap (alpha / beta): 5.78 / 5.78 eV
DFT total energy: -4048.17904 hartree
Spin multiplicity: 1

=====

2.
Molecular formula: C33H44N4P2Pd
Method: DFT, wB97M-V/def2-TZVPD

```
84
Properties=species:S:1:pos:R:3:mulliken_charge:R:1
Pd 0.313 -0.785 2.979 -0.436
C -1.074 1.116 3.593 -0.215
C -1.447 0.367 2.485 -0.781
C -1.245 0.862 1.059 -0.848
C 0.018 0.357 0.315 0.161
C 1.187 0.033 1.208 -1.266
C 1.616 0.917 2.207 0.008
C 0.986 2.239 2.477 -1.247
C -0.126 2.259 3.573 -0.179
C 1.994 -2.083 4.922 -1.101
H -1.554 0.924 4.555 0.222
H -2.229 -0.392 2.607 0.668
H -1.247 1.958 1.061 0.270
H -2.145 0.529 0.513 0.807
H -0.248 -0.539 -0.269 0.173
H 0.384 1.088 -0.427 0.533
H 1.895 -0.705 0.807 0.690
H 2.615 0.766 2.627 0.561
H 0.604 2.695 1.556 0.313
H 1.796 2.893 2.841 0.559
H 0.389 2.286 4.546 0.143
H -0.671 3.219 3.501 0.434
H 2.442 -2.214 5.911 0.409
H 2.768 -1.751 4.219 0.307
H 1.623 -3.057 4.580 0.273
P 1.496 -0.863 -3.035 0.016
P -2.143 -0.609 -2.907 -0.174
N 2.872 0.177 -3.373 0.427
N 2.122 -2.135 -4.115 0.321
N -2.242 1.163 -3.080 0.208
N -3.749 -0.916 -3.533 0.328
C 0.337 -0.126 -4.258 -0.668
C -1.020 -0.882 -4.372 -1.135
C 3.859 0.425 -2.408 -0.468
C 4.902 1.127 -2.999 -0.581
C 4.560 1.304 -4.382 -0.829
C 3.305 0.736 -4.578 -0.170
C 2.251 -3.443 -3.643 -0.066
C 2.736 -4.240 -4.668 -0.650
C 2.914 -3.405 -5.820 -0.627
C 2.513 -2.123 -5.458 0.164
C -1.830 1.898 -1.960 0.357
C -1.906 3.249 -2.237 -0.627
C -2.292 3.370 -3.607 -1.070
C -2.416 2.079 -4.119 -0.214
C -4.495 -0.256 -4.520 -0.201
C -5.559 -1.061 -4.901 -0.611
C -5.502 -2.251 -4.096 -0.581
C -4.397 -2.143 -3.267 -0.371
H 0.788 -0.027 -5.259 0.308
H 0.188 0.896 -3.874 0.547
H -1.549 -0.614 -5.308 0.534
H -0.851 -1.976 -4.389 0.462
H 3.697 0.098 -1.391 0.354
H 5.800 1.481 -2.503 0.433
H 5.156 1.782 -5.149 0.461
H 2.684 0.724 -5.466 0.474
H 1.975 -3.657 -2.621 0.445
H 2.942 -5.296 -4.601 0.462
H 3.296 -3.703 -6.787 0.471
H 2.476 -1.223 -6.051 0.299
H -1.494 1.375 -1.088 -0.378
H -1.699 4.036 -1.525 0.463
H -2.454 4.293 -4.145 0.474
H -2.619 1.753 -5.129 0.562
H -4.248 0.739 -4.840 0.363
H -6.271 -0.837 -5.681 0.447
H -6.191 -3.082 -4.153 0.425
H -4.014 -2.797 -2.498 0.373
C -1.466 0.847 7.095 -1.709
C -0.139 0.093 7.157 2.162
C 0.953 1.022 7.681 -1.510
C -0.301 -1.125 8.061 -1.662
C 0.258 -0.377 5.804 -1.593
C 0.892 -1.079 4.974 1.566
H -1.752 1.196 8.100 0.444
H -2.265 0.193 6.727 0.392
H -1.401 1.722 6.437 0.352
H 0.724 1.341 8.706 0.415
H 1.919 0.504 7.696 0.370
H 1.037 1.913 7.045 0.350
H -1.120 -1.756 7.698 0.394
H 0.624 -1.711 8.083 0.380
H -0.532 -0.805 9.082 0.430
```

Values from the calculation:
Molecular weight: 665.1 g/mol
LUMO level (alpha / beta): -5.4 / -9.1 eV
⟨S²⟩: 6.02
Total charge: +2
Kohn-Sham gap (alpha / beta): 5.45 / 3.14 eV
DFT total energy: -2312.62378 hartree
Spin multiplicity: 5

=====

3.
Molecular formula: C5H12O2
Method: DFT, wB97M-V/def2-TZVPD

```
19
Properties=species:S:1:pos:R:3:mulliken_charge:R:1
O -2.542 -1.817 -0.998 -0.018
C -1.671 -1.811 -1.804 0.182
C -0.691 -0.679 -1.989 -0.138
C 0.662 -1.160 -1.477 -1.146
H -1.516 -2.712 -2.435 0.389
H -1.065 0.210 -1.482 0.311
H -0.624 -0.423 -3.049 0.300
H 0.677 -1.411 -0.414 0.379
H 1.387 -0.355 -1.579 0.281
H 1.005 -2.067 -1.978 0.439
C 0.702 1.819 1.675 -0.206
O 1.393 1.013 0.706 -0.473
C -0.225 0.968 2.511 -0.987
H 1.435 2.314 2.308 0.336
H 0.105 2.559 1.133 0.222
H 2.304 1.316 0.629 0.283
H 0.347 0.213 3.058 0.294
H -0.713 1.586 3.262 0.355
H -0.970 0.433 1.921 0.196
```

Values from the calculation:
Molecular weight: 104.1 g/mol
LUMO level (alpha / beta): -5.8 / -9.7 eV
⟨S²⟩: 0.76
Total charge: +1
Energy relative to the best compared isomer or geometry (same formula, charge and spin): 83.89 kJ/mol
Kohn-Sham gap (alpha / beta): 7.55 / 3.69 eV
DFT total energy: -347.80185 hartree
Spin multiplicity: 2

=====

4.
Molecular formula: C32H31Cl2F5IrN5O3S2Se
Method: DFT, wB97M-V/def2-TZVPD

```
82
Properties=species:S:1:pos:R:3:mulliken_charge:R:1
Ir -0.603 0.151 -0.116 1.579
N 0.048 2.220 0.488 -0.435
C 1.380 2.780 0.230 -0.857
C 2.480 1.841 0.735 -0.727
N 2.132 0.473 0.409 0.372
C 3.077 -0.408 -0.228 -1.007
C 2.380 -1.162 -1.367 -0.558
N 1.096 -1.697 -0.911 -0.384
H -0.678 2.803 0.084 0.295
H -0.122 2.183 1.496 0.289
H 1.486 3.759 0.710 0.458
H 1.474 2.911 -0.849 0.344
H 2.618 1.969 1.814 0.320
H 3.420 2.123 0.249 0.413
H 1.746 0.022 1.221 -0.067
H 3.494 -1.128 0.493 0.291
H 3.919 0.160 -0.635 0.401
H 3.059 -1.931 -1.761 0.446
H 2.150 -0.456 -2.167 0.254
H 1.212 -2.381 -0.171 0.176
H 0.575 -2.115 -1.669 0.226
C -5.954 5.437 -2.175 -1.545
C -5.098 4.429 -1.461 0.660
C -4.965 3.133 -1.932 -1.141
C -4.226 2.170 -1.252 0.472
C -4.180 0.784 -1.805 -0.700
C -3.600 2.498 -0.052 0.608
Se -2.680 1.210 1.053 0.174
C -3.708 3.817 0.435 0.979
C -3.027 4.263 1.701 -1.638
C -4.447 4.753 -0.277 -1.139
H -6.197 5.103 -3.184 0.346
H -5.454 6.404 -2.249 0.365
H -6.896 5.601 -1.646 0.311
H -5.446 2.854 -2.864 0.276
H -4.437 0.780 -2.860 0.309
H -4.894 0.143 -1.277 0.565
H -3.202 0.334 -1.676 -0.746
H -1.945 4.339 1.560 0.223
H -3.172 3.558 2.519 0.357
H -3.400 5.241 2.006 0.394
H -4.514 5.766 0.107 0.336
O -1.544 1.992 5.323 -0.698
S -0.229 1.600 4.900 1.143
O 0.878 2.445 5.266 -0.715
N -0.183 1.266 3.304 -0.233
C -0.021 -0.023 3.078 -0.047
O 0.114 -0.542 1.940 -0.707
C 0.121 -0.864 4.311 0.302
C 0.299 -2.233 4.409 -0.125
C 0.448 -2.775 5.680 -0.925
C 0.419 -1.964 6.810 -0.469
C 0.220 -0.591 6.707 -0.653
C 0.079 -0.069 5.440 -0.012
H 0.299 -2.845 3.518 0.561
H 0.590 -3.842 5.794 0.387
H 0.543 -2.412 7.787 0.387
H 0.184 0.040 7.584 0.434
Cl -3.039 -2.347 -3.012 -0.119
C -3.378 -2.832 -1.377 0.679
C -4.289 -3.846 -1.219 -0.600
C -4.633 -4.287 0.056 -0.445
C -4.029 -3.678 1.149 -0.659
C -3.097 -2.674 0.991 0.732
Cl -2.398 -2.066 2.458 -0.188
C -2.696 -2.185 -0.290 -0.862
N -1.781 -1.276 -0.548 0.323
H -4.726 -4.290 -2.103 0.418
H -5.347 -5.086 0.192 0.348
H -4.272 -3.988 2.156 0.424
F -2.398 -0.435 -7.453 -0.332
C -1.977 -0.104 -6.227 0.789
C -2.451 1.041 -5.609 0.117
F -3.332 1.822 -6.246 -0.325
C -1.999 1.378 -4.345 -0.076
F -2.485 2.504 -3.827 -0.416
C -1.065 0.605 -3.646 0.826
S -0.439 1.252 -2.126 -0.588
C -0.615 -0.534 -4.308 -0.393
F 0.291 -1.346 -3.748 -0.395
C -1.052 -0.895 -5.567 0.152
F -0.575 -1.996 -6.161 -0.340
```

Values from the calculation:
Molecular weight: 1034.8 g/mol
LUMO level (alpha / beta): 2.2 / 2.0 eV
⟨S²⟩: 0.80
Total charge: -1
Energy relative to the best compared isomer or geometry (same formula, charge and spin): 257.02 kJ/mol
Kohn-Sham gap (alpha / beta): 6.38 / 6.12 eV
DFT total energy: -6459.40430 hartree
Spin multiplicity: 2